Record 1
{"formula": "C57H50F15GeN4OP2SSiTi", "method": "ωB97M-V/def2-TZVPD", "energy_ev": -225610.6363, "relative_energy_kcal_mol": 29.1, "lumo_ev": -3.14, "charge": 1, "e_homo_ev": -10.7, "largest_force_ev_per_a": 0.84, "elements": ["Ti", "N", "C", "C", "C", "N", "H", "H", "H", "H", "H", "H", "H", "H", "H", "H", "C", "C", "C", "C", "C", "C", "N", "N", "Si", "C", "C", "C", "H", "H", "H", "H", "H", "H", "H", "H", "H", "H", "H", "H", "H", "H", "H", "C", "P", "C", "C", "C", "C", "C", "C", "C", "C", "C", "C", "C", "C", "P", "C", "C", "C", "C", "C", "C", "C", "C", "C", "C", "C", "C", "H", "H", "H", "H", "H", "H", "H", "H", "H", "H", "H", "H", "H", "H", "H", "H", "H", "H", "H", "H", "H", "H", "F", "C", "C", "C", "F", "C", "F", "C", "F", "C", "F", "Ge", "S", "C", "C", "F", "C", "F", "C", "F", "C", "F", "C", "F", "C", "C", "F", "C", "F", "C", "F", "C", "F", "C", "F", "C", "C", "O", "H", "H", "H"], "coordinates": [[0.74, 1.07, -0.21], [1.62, -0.67, -1.34], [2.29, -0.64, -2.65], [3.42, 0.38, -2.70], [2.93, 1.81, -2.57], [2.48, 2.11, -1.19], [2.30, -0.98, -0.64], [0.91, -1.40, -1.36], [1.56, -0.41, -3.42], [2.68, -1.64, -2.87], [3.93, 0.27, -3.65], [4.15, 0.16, -1.92], [2.09, 1.98, -3.24], [3.73, 2.50, -2.85], [2.25, 3.10, -1.12], [3.25, 1.95, -0.54], [1.94, 3.48, 2.59], [0.89, 3.89, 1.61], [0.21, 5.09, 1.71], [-0.75, 5.40, 0.75], [-1.04, 4.53, -0.28], [-0.32, 3.32, -0.33], [0.63, 3.05, 0.60], [-0.46, 2.28, -1.22], [-1.16, 2.63, -2.82], [-0.11, 3.97, -3.59], [-1.07, 1.10, -3.89], [-2.93, 3.20, -2.71], [2.02, 4.20, 3.40], [2.90, 3.42, 2.08], [1.73, 2.49, 2.99], [0.43, 5.77, 2.52], [-1.29, 6.34, 0.81], [-1.80, 4.74, -1.00], [0.80, 3.57, -4.04], [0.18, 4.75, -2.87], [-0.67, 4.47, -4.39], [-0.30, 0.40, -3.58], [-0.86, 1.41, -4.92], [-2.03, 0.58, -3.90], [-3.01, 4.29, -2.72], [-3.44, 2.81, -1.82], [-3.48, 2.84, -3.58], [-3.14, -1.52, -2.60], [-1.88, -1.38, -1.25], [-0.86, -2.86, -1.61], [-0.50, -3.81, -0.65], [0.40, -4.83, -0.96], [0.95, -4.92, -2.23], [0.59, -3.98, -3.20], [-0.30, -2.97, -2.89], [-2.92, -1.86, 0.17], [-3.12, -0.93, 1.19], [-3.95, -1.23, 2.26], [-4.58, -2.46, 2.32], [-4.39, -3.39, 1.31], [-3.57, -3.09, 0.24], [-4.49, -0.27, -2.29], [-5.14, -0.03, -3.98], [-4.85, -0.83, -5.08], [-5.41, -0.56, -6.32], [-6.29, 0.51, -6.47], [-6.59, 1.31, -5.38], [-6.02, 1.05, -4.15], [-5.80, -1.33, -1.55], [-6.35, -0.94, -0.34], [-7.35, -1.70, 0.26], [-7.79, -2.86, -0.35], [-7.25, -3.26, -1.56], [-6.26, -2.50, -2.16], [-3.52, -2.54, -2.66], [-2.64, -1.29, -3.54], [-0.93, -3.78, 0.33], [0.66, -5.56, -0.21], [1.64, -5.71, -2.48], [1.00, -4.05, -4.20], [-0.56, -2.24, -3.65], [-2.64, 0.04, 1.13], [-4.10, -0.50, 3.05], [-5.22, -2.70, 3.16], [-4.91, -4.35, 1.34], [-3.44, -3.81, -0.56], [-4.18, -1.67, -4.98], [-5.18, -1.19, -7.17], [-6.73, 0.71, -7.44], [-7.27, 2.14, -5.50], [-6.25, 1.69, -3.30], [-6.00, -0.03, 0.14], [-7.78, -1.38, 1.21], [-8.57, -3.46, 0.12], [-7.61, -4.16, -2.05], [-5.87, -2.80, -3.13], [6.30, -0.56, 4.90], [6.76, -0.81, 3.67], [5.91, -0.63, 2.58], [6.44, -0.91, 1.33], [5.72, -0.75, 0.22], [7.75, -1.35, 1.17], [8.22, -1.61, -0.04], [8.56, -1.52, 2.28], [9.80, -1.94, 2.13], [8.06, -1.25, 3.55], [8.84, -1.42, 4.61], [4.13, 0.08, 3.00], [2.94, 0.25, 1.20], [4.55, 1.80, 3.85], [5.15, 2.77, 3.07], [5.38, 2.53, 1.77], [5.50, 4.02, 3.56], [6.04, 4.93, 2.77], [5.26, 4.30, 4.89], [5.57, 5.49, 5.38], [4.69, 3.35, 5.71], [4.47, 3.62, 7.00], [4.35, 2.11, 5.19], [3.83, 1.21, 6.03], [3.19, -1.13, 4.23], [3.57, -2.43, 4.52], [4.69, -2.94, 3.98], [2.83, -3.25, 5.34], [3.22, -4.50, 5.58], [1.66, -2.78, 5.91], [0.93, -3.56, 6.69], [1.24, -1.48, 5.64], [0.11, -1.03, 6.17], [2.01, -0.69, 4.81], [1.56, 0.54, 4.55], [0.13, -1.58, 2.00], [0.22, -0.34, 1.19], [-0.24, 0.75, 1.54], [0.18, -1.32, 3.06], [0.92, -2.27, 1.72], [-0.84, -2.02, 1.81]]}

Record 2
{"formula": "C57H50GeIrN4O3PS", "method": "ωB97M-V/def2-TZVPD", "energy_ev": -151503.9535, "relative_energy_kcal_mol": 0.0, "lumo_ev": [0.23, 0.23], "charge": 0, "e_homo_ev": [-6.2, -6.2], "largest_force_ev_per_a": 0.99, "elements": ["Ir", "N", "P", "C", "C", "C", "C", "C", "C", "C", "C", "C", "C", "C", "C", "C", "C", "C", "C", "C", "N", "H", "H", "H", "H", "H", "H", "H", "H", "H", "H", "H", "H", "H", "H", "H", "O", "C", "C", "O", "O", "C", "C", "C", "C", "C", "C", "C", "C", "C", "C", "C", "C", "H", "H", "H", "H", "H", "H", "H", "H", "H", "H", "H", "N", "C", "S", "N", "C", "C", "C", "C", "C", "C", "H", "H", "H", "H", "H", "H", "H", "H", "C", "Ge", "C", "C", "C", "C", "C", "C", "C", "C", "C", "C", "C", "C", "C", "C", "C", "C", "C", "C", "H", "H", "H", "H", "H", "H", "H", "H", "H", "H", "H", "H", "H", "H", "H", "H"], "coordinates": [[0.34, 0.23, -0.10], [-0.32, 3.17, 0.37], [0.34, 2.37, 1.72], [-0.35, 3.48, 3.01], [-1.47, 3.11, 3.74], [-2.05, 4.00, 4.64], [-1.50, 5.26, 4.82], [-0.38, 5.64, 4.09], [0.19, 4.75, 3.19], [2.09, 2.73, 1.76], [2.74, 2.79, 3.00], [4.12, 2.93, 3.04], [4.85, 3.03, 1.86], [4.20, 2.99, 0.64], [2.82, 2.83, 0.59], [-1.20, 2.65, -0.57], [-2.11, 3.48, -1.22], [-2.97, 2.94, -2.15], [-2.91, 1.58, -2.40], [-1.98, 0.82, -1.71], [-1.11, 1.34, -0.83], [-0.42, 4.17, 0.50], [-1.91, 2.14, 3.63], [-2.92, 3.69, 5.21], [-1.95, 5.95, 5.52], [0.06, 6.62, 4.23], [1.08, 5.05, 2.65], [2.18, 2.71, 3.92], [4.62, 2.97, 4.00], [5.92, 3.14, 1.90], [4.76, 3.05, -0.28], [2.31, 2.77, -0.37], [-2.12, 4.54, -0.98], [-3.68, 3.58, -2.67], [-3.58, 1.10, -3.10], [-1.88, -0.24, -1.86], [0.95, -1.46, -1.87], [1.91, -2.40, -1.35], [2.32, -2.04, 0.11], [3.06, -2.82, 0.71], [1.89, -0.93, 0.58], [1.29, -3.79, -1.41], [2.05, -4.91, -1.08], [1.51, -6.18, -1.22], [0.21, -6.35, -1.68], [-0.55, -5.24, -2.00], [-0.02, -3.96, -1.86], [3.13, -2.36, -2.29], [2.87, -2.40, -3.66], [3.91, -2.37, -4.58], [5.23, -2.31, -4.14], [5.49, -2.28, -2.78], [4.45, -2.31, -1.86], [1.45, -0.75, -2.31], [3.05, -4.78, -0.72], [2.11, -7.04, -0.96], [-0.21, -7.34, -1.79], [-1.57, -5.35, -2.35], [-0.62, -3.09, -2.10], [1.85, -2.47, -4.01], [3.69, -2.42, -5.64], [6.04, -2.30, -4.85], [6.51, -2.24, -2.43], [4.66, -2.29, -0.80], [2.05, 0.56, -4.89], [1.25, 1.24, -4.05], [1.61, 1.45, -2.42], [0.08, 1.72, -4.53], [-0.53, 1.51, -5.79], [-0.47, 0.29, -6.45], [-1.13, 0.13, -7.66], [-1.86, 1.16, -8.21], [-1.95, 2.38, -7.54], [-1.28, 2.55, -6.34], [2.95, 0.29, -4.53], [1.93, 0.63, -5.89], [-0.41, 2.31, -3.88], [0.05, -0.55, -6.00], [-1.08, -0.83, -8.17], [-2.38, 1.03, -9.15], [-2.52, 3.19, -7.95], [-1.33, 3.50, -5.81], [0.05, 0.68, 1.85], [-1.28, -0.44, 2.72], [-3.14, 0.09, 2.40], [-3.50, 1.18, 1.61], [-4.83, 1.52, 1.40], [-5.84, 0.77, 1.99], [-5.50, -0.32, 2.78], [-4.17, -0.65, 2.98], [-0.94, -0.45, 4.66], [-1.49, -1.46, 5.45], [-1.26, -1.51, 6.82], [-0.46, -0.55, 7.42], [0.12, 0.44, 6.65], [-0.12, 0.49, 5.28], [-1.02, -2.28, 2.14], [0.21, -2.90, 2.37], [0.44, -4.20, 1.96], [-0.57, -4.92, 1.33], [-1.80, -4.32, 1.10], [-2.02, -3.01, 1.49], [0.99, 0.32, 2.31], [-2.73, 1.78, 1.14], [-5.08, 2.37, 0.78], [-6.88, 1.03, 1.83], [-6.28, -0.91, 3.25], [-3.94, -1.51, 3.61], [-2.09, -2.24, 4.99], [-1.70, -2.30, 7.41], [-0.27, -0.59, 8.49], [0.77, 1.18, 7.11], [0.35, 1.27, 4.69], [1.02, -2.34, 2.84], [1.42, -4.64, 2.11], [-0.39, -5.94, 1.01], [-2.58, -4.87, 0.59], [-2.97, -2.54, 1.27]]}

Record 3
{"formula": "C57H51CrN2PSb2", "method": "ωB97M-V/def2-TZVPD", "s_squared": 6.03, "energy_ev": -113696.0051, "lumo_ev": [0.35, 0.18], "charge": 0, "spin_multiplicity": 5, "e_homo_ev": [-6.1, -7.7], "largest_force_ev_per_a": 3.58, "elements": ["Cr", "C", "N", "C", "C", "C", "C", "C", "N", "C", "C", "C", "C", "C", "C", "H", "H", "H", "H", "H", "H", "H", "H", "H", "H", "H", "C", "C", "C", "Sb", "C", "C", "C", "C", "C", "C", "C", "C", "C", "C", "C", "C", "Sb", "C", "C", "C", "C", "C", "C", "C", "C", "C", "C", "C", "C", "H", "H", "H", "H", "H", "H", "H", "H", "H", "H", "H", "H", "H", "H", "H", "H", "H", "H", "H", "H", "H", "H", "H", "H", "H", "H", "C", "C", "C", "C", "C", "C", "P", "C", "C", "C", "C", "C", "C", "C", "C", "C", "C", "C", "C", "H", "H", "H", "H", "H", "H", "H", "H", "H", "H", "H", "H", "H", "H"], "coordinates": [[1.04, -1.41, -0.06], [1.22, -1.22, 3.02], [1.87, -0.92, 1.71], [2.93, -0.15, 1.57], [3.65, -0.41, 0.42], [4.95, -0.14, -0.09], [5.01, -0.85, -1.32], [3.81, -1.52, -1.51], [3.00, -1.31, -0.43], [1.86, -2.29, 3.90], [1.11, -2.77, 4.97], [1.70, -3.60, 5.94], [2.97, -4.11, 5.73], [3.64, -3.80, 4.54], [3.12, -2.89, 3.67], [0.22, -1.52, 2.76], [1.16, -0.24, 3.56], [3.10, 0.70, 2.25], [5.81, 0.43, 0.31], [5.95, -0.89, -1.86], [3.46, -2.20, -2.27], [0.04, -2.62, 5.19], [1.11, -3.67, 6.87], [3.44, -4.82, 6.45], [4.63, -4.24, 4.32], [3.58, -2.65, 2.72], [-0.12, 2.98, -0.70], [-0.53, 2.65, -2.19], [-1.18, 1.31, -2.31], [0.18, -0.46, -2.49], [1.62, 0.39, -3.80], [1.67, 0.04, -5.16], [2.82, 0.12, -5.91], [4.03, 0.65, -5.35], [3.96, 1.10, -4.02], [2.80, 0.86, -3.25], [-0.80, -1.83, -3.90], [-2.06, -1.68, -4.48], [-2.44, -2.56, -5.47], [-1.74, -3.77, -5.73], [-0.61, -3.97, -4.95], [-0.08, -2.99, -4.12], [1.31, 4.52, -0.42], [1.68, 4.15, 1.67], [2.86, 3.68, 2.17], [2.99, 3.25, 3.50], [1.87, 3.32, 4.34], [0.65, 3.82, 3.87], [0.52, 4.09, 2.51], [0.01, 6.23, -0.24], [-0.77, 6.69, -1.33], [-1.26, 7.98, -1.26], [-0.98, 8.86, -0.19], [-0.18, 8.37, 0.80], [0.12, 7.05, 0.92], [0.29, 2.05, -0.32], [-1.04, 3.16, -0.07], [0.32, 2.62, -2.87], [-1.18, 3.46, -2.59], [-1.69, 1.26, -3.32], [-1.78, 0.97, -1.52], [0.71, -0.33, -5.66], [2.82, -0.24, -6.91], [4.93, 0.87, -5.99], [4.81, 1.50, -3.53], [2.85, 1.16, -2.19], [-2.64, -0.87, -4.12], [-3.40, -2.44, -5.91], [-2.03, -4.47, -6.51], [-0.06, -4.89, -5.04], [0.89, -3.15, -3.59], [3.74, 3.63, 1.48], [3.99, 3.05, 3.94], [2.01, 3.04, 5.39], [-0.24, 3.90, 4.51], [-0.48, 4.26, 2.11], [-0.97, 6.10, -2.21], [-1.93, 8.33, -2.08], [-1.28, 9.87, -0.17], [0.20, 9.06, 1.55], [0.72, 6.74, 1.77], [-4.37, -0.37, 4.19], [-4.55, -1.66, 3.71], [-3.76, -2.06, 2.63], [-2.76, -1.25, 2.12], [-2.57, 0.02, 2.65], [-3.37, 0.44, 3.67], [-1.88, -1.48, 0.61], [-3.28, -1.53, -0.61], [-3.63, -2.64, -1.46], [-4.91, -2.63, -2.02], [-5.77, -1.58, -1.86], [-5.44, -0.50, -1.08], [-4.19, -0.41, -0.56], [-1.15, -3.14, 0.69], [-1.84, -4.24, 1.14], [-1.23, -5.47, 1.10], [0.00, -5.62, 0.51], [0.75, -4.52, 0.12], [0.21, -3.26, 0.26], [-5.09, 0.03, 4.90], [-5.35, -2.32, 4.14], [-3.84, -3.08, 2.24], [-1.82, 0.72, 2.23], [-3.29, 1.44, 4.04], [-2.93, -3.41, -1.61], [-5.22, -3.48, -2.66], [-6.73, -1.62, -2.33], [-6.15, 0.35, -0.94], [-3.78, 0.38, -0.01], [-2.85, -4.06, 1.44], [-1.84, -6.30, 1.35], [0.47, -6.55, 0.38], [1.86, -4.61, 0.01]]}

Record 4
{"formula": "C57H52AsN5O3SW", "method": "ωB97M-V/def2-TZVPD", "energy_ev": -147047.6849, "relative_energy_kcal_mol": 10.5, "lumo_ev": 0.03, "charge": 0, "e_homo_ev": -6.3, "largest_force_ev_per_a": 1.00, "elements": ["W", "O", "C", "C", "C", "C", "C", "C", "C", "N", "C", "C", "N", "C", "C", "C", "C", "C", "C", "C", "O", "H", "H", "H", "H", "H", "H", "H", "H", "H", "H", "H", "H", "H", "H", "S", "C", "C", "C", "C", "C", "C", "As", "C", "C", "C", "C", "C", "C", "C", "C", "C", "C", "C", "C", "H", "H", "H", "H", "H", "H", "H", "H", "H", "H", "H", "H", "H", "H", "N", "C", "C", "C", "C", "C", "C", "C", "C", "C", "C", "C", "C", "C", "H", "H", "H", "H", "H", "H", "H", "H", "H", "H", "C", "C", "N", "C", "C", "C", "O", "C", "C", "C", "C", "N", "C", "H", "H", "H", "H", "H", "H", "H", "H", "H", "H", "H", "H", "H", "H"], "coordinates": [[1.13, -0.28, 0.77], [2.57, 0.30, -0.61], [3.07, 1.43, -1.07], [3.97, 1.42, -2.15], [4.42, 2.60, -2.70], [4.03, 3.84, -2.20], [3.20, 3.87, -1.10], [2.73, 2.68, -0.53], [2.02, 2.74, 0.72], [1.55, 1.74, 1.39], [1.18, 2.07, 2.77], [1.77, 0.96, 3.59], [1.24, -0.26, 3.02], [1.15, -1.26, 3.84], [0.59, -2.54, 3.56], [0.38, -3.42, 4.64], [-0.28, -4.61, 4.46], [-0.77, -4.91, 3.18], [-0.56, -4.08, 2.11], [0.18, -2.89, 2.27], [0.43, -2.15, 1.23], [4.29, 0.47, -2.55], [5.10, 2.56, -3.54], [4.38, 4.76, -2.64], [2.91, 4.81, -0.65], [1.97, 3.73, 1.18], [0.09, 2.10, 2.88], [1.60, 3.04, 3.06], [1.49, 1.05, 4.65], [2.86, 0.98, 3.51], [1.45, -1.09, 4.87], [0.74, -3.14, 5.62], [-0.45, -5.28, 5.29], [-1.35, -5.82, 3.03], [-0.96, -4.31, 1.13], [3.33, -1.39, 1.56], [3.59, -2.83, 0.60], [4.63, -3.68, 1.02], [5.00, -4.79, 0.29], [4.34, -5.10, -0.91], [3.30, -4.29, -1.32], [2.90, -3.18, -0.57], [1.37, -2.16, -1.19], [1.98, -2.00, -3.05], [1.14, -2.09, -4.15], [1.63, -1.93, -5.44], [2.98, -1.67, -5.64], [3.83, -1.59, -4.55], [3.34, -1.75, -3.27], [0.02, -3.54, -1.43], [-1.19, -3.17, -2.02], [-2.21, -4.09, -2.19], [-2.04, -5.40, -1.76], [-0.84, -5.78, -1.17], [0.18, -4.85, -0.99], [5.16, -3.43, 1.93], [5.81, -5.42, 0.64], [4.64, -5.96, -1.50], [2.79, -4.52, -2.24], [0.08, -2.31, -4.02], [0.96, -2.02, -6.28], [3.36, -1.55, -6.65], [4.89, -1.41, -4.70], [4.01, -1.73, -2.42], [-1.34, -2.16, -2.37], [-3.14, -3.79, -2.64], [-2.83, -6.13, -1.88], [-0.69, -6.79, -0.83], [1.09, -5.15, -0.50], [-0.78, 0.01, 1.10], [-2.00, 0.20, 1.33], [-2.92, 0.68, 0.24], [-2.76, 0.14, -1.03], [-3.56, 0.54, -2.09], [-4.54, 1.50, -1.89], [-4.71, 2.05, -0.63], [-3.91, 1.65, 0.43], [-2.68, -0.17, 2.62], [-1.98, -0.12, 3.82], [-2.58, -0.45, 5.02], [-3.91, -0.85, 5.05], [-4.63, -0.91, 3.86], [-4.02, -0.57, 2.66], [-1.97, -0.59, -1.15], [-3.41, 0.11, -3.07], [-5.16, 1.82, -2.71], [-5.47, 2.81, -0.48], [-4.05, 2.08, 1.41], [-0.95, 0.18, 3.79], [-2.02, -0.40, 5.94], [-4.39, -1.11, 5.98], [-5.66, -1.23, 3.86], [-4.59, -0.64, 1.74], [-0.91, 4.62, 1.78], [-0.61, 5.05, 0.35], [-1.79, 5.06, -0.49], [-2.79, 6.10, -0.23], [-4.06, 5.56, 0.41], [-1.96, 4.31, -1.61], [-2.89, 4.51, -2.37], [-0.99, 3.20, -1.91], [-0.57, 3.05, -3.22], [0.25, 1.98, -3.54], [0.60, 1.10, -2.53], [0.19, 1.22, -1.27], [-0.59, 2.25, -0.97], [0.00, 4.63, 2.39], [-1.32, 3.61, 1.80], [-1.62, 5.29, 2.26], [0.13, 4.39, -0.10], [-0.18, 6.06, 0.35], [-3.04, 6.57, -1.18], [-2.32, 6.85, 0.41], [-4.50, 4.80, -0.23], [-4.79, 6.36, 0.54], [-3.86, 5.12, 1.39], [-0.89, 3.76, -3.97], [0.62, 1.83, -4.54], [1.26, 0.27, -2.76], [-0.90, 2.32, 0.06]]}